1.
# C38H107N7O17

A 12-piece molecular cluster, C38H107N7O17 overall (wB97M-V/def2-TZVPD, OMol25).

Each line ends with the Mulliken charge.
Positions of all 169 atoms, in Å:
C (-1.02636, 4.04063, 7.77743)  -1.44
C (-0.64004, 4.35595, 6.27824)  0.22
C (-0.93953, 3.24108, 5.23703)  0.93
O (-0.30588, 2.01906, 5.58411)  -0.43
C (0.45915, 1.43655, 4.46111)  -0.59
N (-1.35640, 5.56417, 5.91425)  -0.65
H (-0.57719, 3.13393, 8.18272)  0.32
H (-2.10342, 3.88369, 7.83575)  0.33
H (-0.81134, 4.95981, 8.32239)  0.41
H (0.42100, 4.60547, 6.27240)  0.39
H (-0.62950, 3.60621, 4.25792)  -0.67
H (-1.97196, 2.91566, 5.10939)  -0.24
H (-0.23197, 1.25371, 3.63829)  0.23
H (0.85538, 0.46694, 4.76269)  0.31
H (1.32375, 2.03844, 4.18128)  0.32
H (-2.31161, 5.51952, 6.23932)  0.27
H (-1.00459, 6.34302, 6.45250)  0.27
C (0.42284, 4.48698, 1.11551)  -1.08
C (-0.88766, 4.43685, 0.42140)  2.32
C (-1.90126, 5.50733, 0.82599)  -1.04
O (-2.38082, 5.36584, 2.17146)  -0.37
C (-3.15173, 4.24214, 2.44564)  -0.39
N (-0.59104, 4.49303, -1.00818)  -0.72
H (1.09446, 3.71369, 0.74263)  0.01
H (0.09549, 4.34500, 2.14545)  0.04
H (0.75249, 5.52238, 1.02972)  0.49
H (-1.28429, 3.45847, 0.69265)  -0.97
H (-2.74797, 5.59504, 0.14519)  0.36
H (-1.39012, 6.45553, 0.65942)  0.37
H (-2.61966, 3.29735, 2.33444)  -0.06
H (-4.01209, 4.22248, 1.77669)  0.36
H (-3.45085, 4.17338, 3.49154)  0.29
H (-1.49024, 4.38207, -1.45452)  0.09
H (-0.21867, 3.58686, -1.25372)  0.31
C (5.51080, -2.34806, 0.71293)  -1.96
C (4.07230, -2.25347, 0.20303)  3.01
C (3.92439, -1.76597, -1.22186)  -0.81
O (4.59971, -2.52003, -2.20772)  -0.50
C (4.20657, -2.14175, -3.52107)  -0.26
N (3.50233, -3.58116, 0.31942)  -0.55
H (5.69345, -2.60442, 1.75649)  0.38
H (5.98212, -1.37226, 0.59561)  0.41
H (6.13219, -3.04802, 0.15433)  0.46
H (3.54158, -1.59177, 0.88757)  -1.66
H (4.35912, -0.76648, -1.23241)  0.54
H (2.87632, -1.55915, -1.43837)  0.21
H (4.42998, -2.89382, -4.27776)  0.34
H (4.53434, -1.15445, -3.84651)  0.36
H (3.11809, -2.19027, -3.55187)  -0.24
H (3.45848, -3.95571, -0.61754)  0.23
H (4.16413, -4.11212, 0.86732)  0.22
C (-3.58542, 4.25409, -4.19107)  -1.71
C (-3.70278, 3.00215, -3.30908)  0.49
C (-2.74263, 1.87597, -3.67020)  -0.92
O (-2.73382, 0.70305, -2.75747)  0.08
C (-3.98389, 0.00611, -2.64972)  -0.71
N (-3.46568, 3.34241, -1.91088)  -0.13
H (-4.14361, 5.05150, -3.70051)  0.40
H (-3.98590, 4.21722, -5.20416)  0.44
H (-2.56703, 4.61375, -4.33813)  0.34
H (-4.71758, 2.60848, -3.36653)  0.43
H (-1.74697, 2.31154, -3.58628)  0.21
H (-2.96148, 1.48836, -4.66516)  0.45
H (-4.47108, -0.14508, -3.61299)  0.45
H (-4.62534, 0.53001, -1.94107)  0.26
H (-3.72442, -0.96279, -2.22309)  -0.07
H (-3.57372, 2.39528, -1.57716)  -0.27
H (-4.26692, 3.85306, -1.56831)  0.25
C (-2.65311, -6.43506, -4.30464)  -1.63
C (-1.41081, -6.50294, -3.44964)  0.34
C (-0.77999, -5.14894, -3.22097)  -0.15
O (0.57548, -5.26980, -2.70972)  -0.51
C (1.12382, -4.07307, -2.25613)  0.22
N (-1.82980, -6.92789, -2.18076)  -0.79
H (-3.13915, -7.41046, -4.32584)  0.42
H (-2.51006, -6.22528, -5.36465)  0.39
H (-3.45894, -5.83921, -3.87603)  0.27
H (-0.66707, -7.14965, -3.91515)  0.41
H (-1.39870, -4.52643, -2.57460)  0.04
H (-0.74592, -4.63324, -4.18066)  0.17
H (1.00015, -3.27539, -2.98860)  -0.17
H (2.20809, -4.18406, -2.26819)  0.13
H (0.87753, -3.65401, -1.28052)  0.20
H (-0.90689, -7.16584, -1.84655)  0.39
H (-2.18860, -6.15565, -1.63762)  0.27
C (3.63399, -1.24145, -8.19700)  -1.37
C (2.34068, -2.06764, -7.85359)  0.58
C (1.39748, -1.42619, -6.89231)  -0.68
O (1.95994, -1.40470, -5.54027)  -0.23
C (1.01703, -0.81712, -4.63106)  -0.78
N (1.75247, -2.48843, -9.13355)  -0.74
H (4.21859, -0.85042, -7.36427)  0.31
H (3.34750, -0.45853, -8.89918)  0.35
H (4.33313, -1.88414, -8.73203)  0.35
H (2.82587, -2.90422, -7.35077)  0.22
H (0.47186, -1.98992, -6.77591)  0.29
H (1.18640, -0.40927, -7.22308)  0.28
H (0.37527, -1.66335, -4.38580)  0.18
H (0.40951, 0.02277, -4.96812)  0.55
H (1.54136, -0.58139, -3.70499)  0.12
H (1.05444, -1.85978, -9.50457)  0.26
H (1.11091, -3.21762, -8.85645)  0.29
C (-2.34953, -0.50666, 5.11918)  -1.16
C (-3.37014, 0.29651, 4.25086)  1.30
C (-3.22551, 0.05132, 2.75968)  0.81
O (-4.03106, 1.05226, 2.14357)  -0.36
C (-4.22077, 0.98294, 0.73131)  -0.53
N (-4.70749, 0.10494, 4.77626)  -0.91
H (-2.59948, -1.56295, 5.21856)  0.44
H (-2.23102, -0.20875, 6.16096)  0.43
H (-1.35709, -0.59774, 4.67773)  -0.15
H (-3.27445, 1.36908, 4.41979)  -0.17
H (-3.50514, -0.97477, 2.52081)  -0.12
H (-2.23265, 0.13072, 2.31693)  -0.83
H (-4.59268, 0.03218, 0.34944)  0.24
H (-3.26899, 1.31139, 0.31377)  0.03
H (-5.01992, 1.67529, 0.46651)  0.44
H (-5.32865, 0.79030, 4.37063)  0.35
H (-4.61564, 0.51122, 5.69637)  0.31
C (-0.38439, -0.38550, -0.39044)  0.30
C (0.18512, 0.74268, 0.43476)  2.05
O (1.50460, 0.46795, 0.94289)  0.64
O (-0.91654, -1.42833, 0.46620)  0.33
H (0.29644, -0.89025, -1.07586)  -0.27
H (-1.16306, 0.03298, -1.02813)  -0.27
H (-0.50142, 0.94660, 1.25645)  -1.61
H (0.35278, 1.66618, -0.11944)  -0.75
H (2.04128, 1.24962, 0.79271)  -0.32
H (-0.16596, -1.84953, 0.89142)  -0.26
C (-4.07060, -3.11819, 0.21936)  0.59
C (-3.10984, -4.06978, 0.96590)  -0.39
O (-1.92615, -4.17709, 0.21380)  -0.25
O (-5.38444, -3.06455, 0.69874)  -0.60
H (-4.22450, -3.20938, -0.85586)  0.31
H (-3.55589, -2.15758, 0.19970)  -0.55
H (-3.51573, -5.08071, 0.92855)  0.35
H (-2.94001, -3.70578, 1.97919)  0.14
H (-1.52017, -3.30720, 0.20500)  0.20
H (-5.38195, -2.62612, 1.55277)  0.34
C (4.39663, 1.60241, 4.30187)  -0.83
C (4.11615, 0.58618, 3.12546)  0.79
O (4.50471, -0.71188, 3.50869)  -0.51
O (3.76884, 1.17751, 5.53327)  -0.50
H (3.98621, 2.59559, 4.11954)  0.32
H (5.47163, 1.73447, 4.42448)  0.42
H (4.64734, 0.81811, 2.20234)  0.16
H (3.04563, 0.56791, 2.92114)  -0.54
H (5.40656, -0.60647, 3.82039)  0.29
H (4.00848, 0.25217, 5.62229)  0.37
C (1.29076, -2.59947, 2.91516)  0.62
C (2.36591, -3.44817, 3.63166)  -0.97
O (3.72937, -3.16561, 3.23631)  -0.47
O (1.09287, -3.05586, 1.58689)  -0.51
H (1.63380, -1.56725, 2.84478)  -0.49
H (0.38896, -2.60716, 3.52737)  0.42
H (2.22831, -4.50599, 3.40769)  0.31
H (2.29434, -3.35889, 4.71564)  0.43
H (3.89366, -2.22034, 3.26912)  0.33
H (1.94382, -3.03396, 1.14305)  0.15
C (3.20647, 4.15025, -1.40398)  -0.65
C (3.20541, 2.66841, -0.86418)  -0.25
O (3.24687, 2.54993, 0.51604)  -0.60
O (4.50186, 4.71413, -1.03427)  -0.59
H (2.35608, 4.70369, -1.00567)  0.27
H (3.04418, 4.11579, -2.48129)  0.41
H (4.11146, 2.17969, -1.22239)  0.44
H (2.29070, 2.19092, -1.21549)  0.25
H (4.18249, 2.66206, 0.69948)  0.36
H (4.38339, 4.98242, -0.12017)  0.33

Its energy above the lowest of the compared OMol25 structures with the same formula, charge and spin is 74.8 kcal/mol. The value obtained for the total energy is -86370.473 eV. The value obtained for the orbital gap is 8.762 eV. The value obtained for the lowest unoccupied orbital energy is 0.0 eV. The SMILES is COC[C@H](C)N.COC[C@H](C)N.COC[C@H](C)N.COC[C@H](C)N.COC[C@H](C)N.COC[C@H](C)N.COC[C@H](C)N.OCCO.OCCO.OCCO.OCCO.OCCO. The HOMO energy is -8.729 eV.


2.
# C25H52IN2O8S

A 3-piece molecular cluster, C25H52IN2O8S overall (wB97M-V/def2-TZVPD, OMol25).

Each line ends with the Mulliken charge.
Positions of all 89 atoms, in Å:
C (6.41118, 5.24438, 0.00538)  -1.26
C (6.10931, 3.67070, 0.10048)  0.99
C (7.40897, 2.73999, 0.30393)  -0.88
C (7.61601, 1.60936, -0.81578)  -0.22
C (6.70896, 0.29387, -0.61267)  -0.97
N (5.28812, 0.63167, -0.30485)  0.21
C (4.87498, 0.75356, 1.08681)  -0.42
N (3.47416, 1.11498, 1.09284)  -0.33
I (2.44388, 1.42766, 2.84412)  0.42
C (3.05898, 1.20778, -0.29052)  -0.26
S (1.36596, 1.67321, -0.90278)  1.30
C (1.64137, 3.13766, -2.05360)  -0.74
O (0.43162, 2.11374, 0.19905)  -0.62
O (0.67744, 0.58469, -1.67738)  -0.63
C (4.23322, 0.86030, -1.27239)  0.25
C (4.19286, 0.79645, -2.86407)  0.54
C (4.01367, -0.76370, -3.29030)  -1.22
C (5.50440, 1.34367, -3.60867)  -0.62
C (5.55544, 2.97564, -3.70084)  -0.87
H (6.32711, 5.74894, 1.02908)  0.36
H (5.55865, 5.70126, -0.63224)  0.28
H (7.39532, 5.43916, -0.53579)  0.36
H (5.59716, 3.30979, -0.87465)  -0.66
H (5.33626, 3.43880, 0.93190)  0.09
H (7.24987, 2.17796, 1.30591)  0.13
H (8.32426, 3.43754, 0.40464)  0.48
H (8.71300, 1.24733, -0.73484)  0.45
H (7.50286, 2.11014, -1.83460)  0.06
H (6.72091, -0.41411, -1.52534)  0.32
H (7.21171, -0.31007, 0.23319)  0.43
H (5.52155, 0.59670, 2.02372)  0.41
H (1.32027, 2.81121, -3.09749)  0.35
H (2.77204, 3.35667, -2.09796)  0.04
H (1.13814, 4.08607, -1.67051)  0.39
H (3.30105, 1.37573, -3.30289)  0.32
H (5.04102, -1.26119, -3.17682)  0.28
H (3.67000, -0.83445, -4.38978)  0.39
H (3.24417, -1.25055, -2.60311)  0.36
H (5.41186, 1.00018, -4.71075)  0.51
H (6.48989, 0.89683, -3.23506)  0.21
H (6.01073, 3.23418, -4.73166)  0.40
H (4.47780, 3.34812, -3.73122)  0.19
H (6.20496, 3.44792, -2.89316)  0.20
C (-0.90277, -0.70636, 1.27473)  -0.63
O (-0.98628, -1.71917, 2.26700)  -0.33
C (-0.49363, -1.30621, 3.53651)  -0.34
C (-1.39488, -1.81243, 4.66332)  -0.39
O (-2.67840, -1.19383, 4.73807)  -0.53
C (-3.60311, -1.47399, 3.68405)  0.10
C (-4.11031, -2.91753, 3.63783)  -0.83
O (-3.07869, -3.80205, 3.20911)  -0.32
C (-3.04389, -5.01724, 3.93665)  -0.90
H (0.11241, -0.66423, 0.87013)  0.15
H (-1.59308, -0.96969, 0.47336)  0.21
H (-1.19557, 0.26863, 1.66844)  0.44
H (-0.42615, -0.21567, 3.60186)  0.16
H (0.50746, -1.73202, 3.65409)  0.43
H (-0.90011, -1.56911, 5.60946)  0.43
H (-1.48517, -2.89893, 4.64574)  0.06
H (-3.20362, -1.15517, 2.72218)  -0.10
H (-4.46683, -0.82963, 3.87805)  0.37
H (-4.92657, -2.99288, 2.91286)  0.43
H (-4.49249, -3.19629, 4.62371)  0.55
H (-3.15733, -4.84595, 5.01190)  0.39
H (-2.06768, -5.48046, 3.77168)  0.25
H (-3.82541, -5.69352, 3.57854)  0.29
C (-4.32625, -2.17472, 0.07788)  -0.62
O (-5.73955, -2.04385, 0.12429)  -0.29
C (-6.17511, -0.85353, 0.77486)  -0.34
C (-7.34757, -0.22002, 0.02567)  -0.45
O (-7.02022, 0.35338, -1.24030)  -0.48
C (-6.65269, -0.54445, -2.28980)  -0.20
C (-7.78019, -1.44306, -2.79708)  -0.55
O (-8.11496, -2.43369, -1.82989)  -0.26
C (-9.50969, -2.64747, -1.70611)  -0.83
H (-3.95836, -2.55764, 1.03220)  0.03
H (-4.08493, -2.88970, -0.70953)  0.37
H (-3.84171, -1.22658, -0.16473)  0.41
H (-5.36572, -0.12105, 0.84777)  0.31
H (-6.49676, -1.12894, 1.78317)  0.32
H (-7.71123, 0.61302, 0.63597)  0.45
H (-8.18591, -0.91151, -0.06360)  0.13
H (-5.77035, -1.12153, -2.01564)  -0.03
H (-6.34606, 0.09614, -3.12320)  0.44
H (-7.44672, -1.96632, -3.69853)  0.40
H (-8.64586, -0.82524, -3.05183)  0.35
H (-10.06131, -1.70215, -1.68271)  0.39
H (-9.68829, -3.16379, -0.75946)  0.23
H (-9.86963, -3.27332, -2.52800)  0.31

The value obtained for the total energy is -65048.259 eV. The value obtained for the orbital gap is 5.527 eV. The value obtained for the lowest unoccupied orbital energy is -4.6 eV. Its total charge is +1. The HOMO energy is -10.145 eV.


> lowest unoccupied orbital energy of number 1 (C38H107N7O17)?

0.0 eV